Entry 1:
DFT (ωB97M-V/def2-TZVPD) results for a 3-piece molecular cluster, C3H13NO2S overall.

LUMO level   0.15 eV
Calculated total energy   -725.4262 Ha
Molecular weight   127.21 g mol⁻¹
SMILES   C[C@@H](N)CS.O.O

Geometry as ORCA input:
```
! RIJCOSX wB97M-V def2-TZVPD def2/J DEFGRID3
* xyz 0 1
H 2.8455 0.5885 1.8107
H 0.4175 2.1259 0.8173
H -0.6172 1.2203 0.3172
H 0.3933 -0.2808 -0.1482
H -2.6418 -2.3378 -2.2265
O -1.8832 -2.1784 -1.7604
H 1.0108 -1.0357 2.4494
C 2.4310 0.4080 0.7580
C 0.9459 0.2410 0.6835
S 3.0467 1.6664 -0.4183
O -6.3362 -1.4166 -1.0023
H -0.5025 -0.9113 1.6109
H -6.1343 -0.4201 -1.1597
N 0.0114 1.2733 1.1560
H 2.8137 -0.6740 0.6459
H -5.6315 -1.8278 -0.3891
H 2.3152 2.5244 0.2512
H -2.0042 -1.3151 -1.3949
H 0.8148 -1.9953 0.9093
C 0.5980 -1.0617 1.4267
*
```

Entry 2:
DFT (ωB97M-V/def2-TZVPD) results for a 3-piece molecular cluster, C3H13NO2S overall.

LUMO level   0.69 eV
Calculated total energy   -725.4590 Ha
Molecular weight   127.21 g mol⁻¹
SMILES   C[C@@H](N)CS.O.O

Geometry as ORCA input:
```
! RIJCOSX wB97M-V def2-TZVPD def2/J DEFGRID3
* xyz 0 1
H -3.6191 -6.4013 -0.7847
H 0.8933 0.3073 0.6647
H -6.6336 -2.9026 -2.2608
H 2.0947 3.1862 1.2342
H -4.1019 -5.7658 -2.0604
H 3.2698 1.5851 2.3242
S -0.6298 1.9657 0.6424
H 1.7932 2.0159 -1.4973
H -0.2833 3.2696 0.4209
N 2.4388 2.4825 -0.7979
H -5.7088 -3.7959 -1.2655
H 1.0224 1.3357 2.2195
H 3.3885 2.3855 -1.0674
H 4.2565 2.6295 1.3092
H 4.1730 0.9467 1.0372
O -5.7179 -2.9808 -1.9457
C 0.9654 1.3129 1.1309
C 2.2884 2.2849 0.6574
C 3.5955 1.7917 1.3519
O -3.4852 -5.6527 -1.3129
*
```

Number 1: strongest force on any atom 4.084 eV Å⁻¹. Number 2: strongest force on any atom 3.748 eV Å⁻¹.